19
Properties=species:S:1:pos:R:3:forces:R:3 method="wB97M-V/def2-TZVPD" de_lowest_kcal_mol=34.3 total_charge=0 multiplicity=1 smiles="C=O.O.O.O.O.O" e_lumo_ev=0.4 homo_energy_ev=-9.88
O -0.6907 -0.3531 -2.4179 0.41 0.50 -1.91
H 0.5586 0.5330 1.6129 1.25 -0.13 -1.02
H -0.7711 1.3324 1.1863 2.16 -2.26 2.53
O 2.0291 0.3004 -0.1344 0.92 0.34 0.56
H -2.3047 0.8810 -1.9405 -0.02 0.91 -2.21
H -0.8882 -0.9204 1.9217 0.21 -0.21 -0.51
H -1.2021 0.5249 -0.6824 0.76 0.16 -1.52
C -1.2881 0.5000 -1.8338 -1.95 -2.23 5.13
H 0.2600 -2.0185 0.0641 -0.06 0.23 -0.49
H 0.3526 2.6126 0.2628 0.19 0.62 0.13
H -1.7519 -2.2480 1.7788 2.74 1.27 -1.17
H 1.0408 1.5681 -0.5621 0.69 -0.67 0.01
H 2.8158 0.1480 0.3969 0.09 0.08 -0.17
O 0.2072 2.0360 -0.4838 -0.73 1.50 -0.14
O -0.2843 0.7693 1.9565 -3.31 2.32 -1.23
H 0.2807 -1.4747 -1.4135 -0.89 0.39 -0.74
O -0.8895 -1.7761 1.4300 -3.07 -1.31 1.65
O 0.8189 -1.8278 -0.7184 0.90 -1.14 1.06
H 1.7068 -0.5872 -0.4233 -0.29 -0.38 0.03

***

57
Properties=species:S:1:pos:R:3:forces:R:3 method="wB97M-V/def2-TZVPD" de_lowest_kcal_mol=0.0 total_charge=+1 multiplicity=1 smiles="CCN(CC)S(=O)(=O)c1ccc(C)c(NC(=O)C[NH+]2CCN(C)CC2)c1" e_lumo_ev=-2.5 homo_energy_ev=-11.94
H 1.3444 4.9285 2.7466 -0.02 0.12 0.09
H -3.0208 0.6536 1.1609 -0.11 -0.04 0.12
H -2.8455 -1.3571 -3.7210 0.01 -0.07 -0.07
H -4.3185 -0.5858 -3.1335 -0.06 -0.01 -0.04
N -0.4131 -0.0363 -3.3322 -0.72 0.39 -0.43
C -1.1560 0.3139 -2.1998 -0.04 0.18 0.62
O -0.7041 0.2328 2.5933 -0.36 0.30 0.23
C 2.1458 -2.5780 1.0622 -0.05 -0.05 -0.10
H 3.0040 -3.0731 1.5194 0.04 0.10 -0.06
N 1.3800 -1.4368 -0.9798 -0.19 0.38 0.22
H 1.8627 -1.7177 1.6909 0.08 -0.13 0.01
C -2.5419 0.0769 -2.1552 0.17 -0.02 0.07
H -0.9071 0.0005 -4.2189 0.20 -0.07 0.09
N 1.0696 -3.5436 0.9345 0.04 0.09 -0.15
H 0.1278 3.4210 4.6043 0.09 0.06 0.05
H -0.5770 -1.9893 -1.5598 0.13 0.08 -0.01
H 1.6281 -4.6572 2.5933 0.01 -0.05 0.08
C 1.7839 -0.8494 -2.2802 0.38 0.16 -0.68
C 2.5476 -2.0823 -0.3221 0.58 -0.31 0.65
S -0.0836 0.9906 1.5556 0.07 -0.25 -0.47
H 2.2779 0.1091 -2.0967 0.00 -0.11 0.14
H 0.3811 -3.4368 2.9424 -0.02 0.01 0.07
H -0.9604 4.1998 2.4747 0.01 -0.11 -0.12
H -0.7843 1.9115 4.4962 0.00 -0.03 0.08
H 0.5174 1.1372 -1.1438 0.14 -0.05 -0.10
C -0.0810 -2.9122 0.3223 0.15 -0.02 -0.14
H -4.2668 0.1010 -0.9031 -0.12 -0.05 0.00
H 1.7418 2.6552 0.7402 0.03 0.23 -0.07
O 1.1599 0.4467 1.0158 0.09 0.65 0.25
H 1.0995 -0.6873 -0.2929 0.03 -0.25 -0.46
C -0.7946 2.9696 4.2507 -0.12 0.06 -0.18
C -0.5120 0.8282 -1.0872 -0.12 0.09 -0.43
C -2.5209 0.6274 0.2068 -0.04 0.13 0.17
H -0.0285 -4.9145 2.0399 -0.04 -0.05 0.06
H -1.6337 3.4423 4.7537 -0.07 0.05 0.11
O 1.1811 -0.9891 -4.5480 0.25 -0.02 -0.02
H 2.4828 3.5889 2.9218 0.07 -0.04 0.08
H 2.8737 -2.9239 -0.9370 -0.07 0.14 -0.07
C 1.0995 3.3447 1.2897 0.57 0.30 -0.40
C -1.1739 0.9093 0.1239 0.39 -0.08 0.43
H 0.6514 -3.2748 -1.6747 0.05 0.12 -0.02
H 3.3512 -1.3510 -0.2344 -0.07 0.06 -0.13
H 2.5315 -1.5149 -2.7259 -0.18 0.12 0.15
C 0.7979 -0.6405 -3.4574 0.18 -0.35 0.18
C -3.2042 0.2811 -0.9516 0.18 0.06 -0.01
H 2.6823 4.7584 1.6112 0.04 0.09 -0.03
H -0.4566 -2.0579 0.9176 -0.04 -0.10 -0.03
H -0.8818 -3.6496 0.2420 -0.02 0.11 -0.07
C 0.2928 -2.4332 -1.0771 -0.74 -0.58 0.18
C 0.7413 -4.1636 2.2030 -0.01 0.00 0.02
N 0.1795 2.5178 2.0406 -0.06 -1.18 -0.31
H -3.2142 0.3085 -4.1720 -0.04 0.01 -0.12
C 1.9551 4.2117 2.2052 -0.19 -0.20 -0.13
C -0.9318 3.1420 2.7444 -0.42 0.01 0.62
C -3.2705 -0.4198 -3.3628 -0.01 0.01 0.01
H 0.5536 3.9732 0.5721 0.03 -0.11 0.04
H -1.8634 2.6786 2.4043 -0.08 0.22 0.01

***

53
Properties=species:S:1:pos:R:3:forces:R:3 method="wB97M-V/def2-TZVPD" de_lowest_kcal_mol=26.8 total_charge=+1 multiplicity=4 e_lumo_ev="-2.6 / -5.8" homo_energy_ev="-11.59 / -12.02"
H 3.3711 -0.1243 -0.7873 0.02 0.26 0.15
H 3.9415 1.6947 1.0021 0.23 0.05 -0.18
H 4.4877 3.0242 -0.8981 0.55 -0.12 0.02
C 3.8932 -4.5170 -3.7542 -0.43 -0.30 0.06
C 5.5597 2.8791 -0.6639 0.13 0.08 0.01
C -0.4802 -2.3612 1.2176 0.86 -1.00 1.40
C 4.7094 0.9586 0.7485 0.53 -0.09 -0.34
H 5.0903 0.5099 1.6595 0.00 -0.05 0.16
O 3.1847 -2.5902 -2.3194 2.71 -1.44 -1.44
H 1.9483 -3.4041 -3.8651 0.46 0.21 0.29
C 0.1396 -1.2314 1.8799 0.19 -1.46 0.43
H 1.4223 1.5609 -0.2002 -0.25 0.05 -0.31
O 5.3257 0.5046 -1.2863 -0.56 -0.05 0.85
H 1.2547 0.1834 -2.6066 0.22 0.17 -0.28
H 5.8143 -3.4148 -3.8532 -0.32 -0.15 0.20
C -1.7478 0.6832 -1.1146 -0.70 -0.60 -0.05
C 2.7140 -3.7152 -3.1354 -0.62 -0.13 0.92
C 5.1720 -3.9579 -3.1466 -0.23 0.82 0.56
C -0.8452 -0.1851 -2.0011 -0.53 0.66 -0.17
H 6.1681 3.1940 -1.5156 -0.10 -0.16 -0.01
H 5.2166 -2.1433 -1.7574 -0.61 -0.74 -0.54
N -3.0454 0.1151 -0.8273 0.02 -0.81 1.17
H 7.6237 1.3453 1.0600 -0.14 0.12 -0.50
Re 0.3943 -1.0761 -0.2618 -2.71 3.80 -3.63
C 4.3741 -0.0525 -0.3447 0.18 -0.15 -0.31
H 7.9736 1.4722 -0.7295 -0.50 0.14 0.61
H -1.9840 1.6037 -1.6858 0.32 -0.09 0.42
H 3.9091 -4.5560 -4.8423 -0.14 0.37 0.02
C -3.7861 -0.4776 -0.0774 0.77 0.85 -1.20
H 4.6416 -1.0577 -0.0097 0.13 -0.16 -0.25
H -0.3188 -0.5352 2.5772 -0.04 -0.19 -0.41
H -1.0416 1.1659 1.0305 0.32 0.27 -0.65
H 5.8120 3.5424 0.1692 -0.03 -0.04 0.00
C 1.8046 -2.3401 0.6361 -0.47 -0.99 1.11
C 0.5511 -3.0465 0.4542 0.48 -0.74 2.01
C 0.5461 1.0619 -0.6045 -0.22 -0.49 -0.48
C -0.7349 0.8796 0.0181 0.13 -0.04 -0.16
H -1.5107 -2.6975 1.3350 0.27 0.33 -0.25
C 7.2890 1.0640 0.0469 0.06 -0.05 -0.31
S -4.9219 -1.2117 0.7205 0.29 0.01 0.11
H 5.7423 -4.7872 -2.6875 -0.05 0.67 -0.24
H 0.4640 -3.9951 -0.0354 -0.26 -0.09 -0.41
C 1.5355 -1.2169 1.5114 0.64 -0.37 1.02
H 4.5568 -3.7012 -1.1188 -0.16 0.63 -0.42
H -1.2991 -0.7944 -2.7686 0.37 -0.04 -0.25
H 3.8190 -5.5577 -3.4348 -0.28 0.03 -0.07
H 2.7329 -2.6102 0.1672 0.17 0.02 -0.03
C 5.8229 1.4394 -0.2515 -0.28 -0.01 -0.09
H 2.2166 -4.3232 -2.3622 -0.12 -0.38 -0.59
H 7.4285 -0.0225 -0.0700 -0.34 0.25 0.30
C 4.6062 -3.0421 -2.0262 -0.26 0.42 1.23
C 0.4415 0.3567 -1.9282 0.44 0.69 0.79
H 2.2789 -0.5517 1.9346 -0.15 0.04 -0.27